DFT (ωB97M-V with the def2-TZVPD basis set) results for a cluster of 2 separate species, C2HNOS2 in total at a distorted geometry.

The geometry in ORCA input format:
```
! wB97M-V def2-TZVPD RIJCOSX def2/J DEFGRID3
* xyz 0 1
C -1.5271 -0.4347 -0.2883
C 1.2198 1.1726 0.3379
N -1.2411 -0.6851 0.8460
O -1.9735 -0.3067 -1.3404
S 1.8122 1.0735 -1.2825
S 2.1671 -0.3168 0.3177
H -0.4574 -0.5029 1.4096
*
```

## Properties
**Energy above the lowest of the compared OMol25 structures with the same formula, charge and spin**: 44.0 kcal per mole
**Calculated total energy**: -27295.0658 eV
**Orbital gap**: 8.3448 eV

***

DFT (ωB97M-V with the def2-TZVPD basis set) results for a structure of composition C14H13Cl3NO2Pd at a distorted geometry.

The geometry in ORCA input format:
```
! wB97M-V def2-TZVPD RIJCOSX def2/J DEFGRID3
* xyz -1 1
Pd 0.9110 -0.0293 -0.3376
Cl 1.3575 -7.2949 -0.6976
C 0.7347 -5.6628 -0.6603
C 1.6104 -4.5915 -0.6874
C 1.1115 -3.3051 -0.6678
Cl 2.2543 -1.9920 -0.7046
C -0.2865 -2.9796 -0.6198
O -0.7544 -1.8100 -0.6104
C -1.1101 -4.1531 -0.5846
Cl -2.8307 -3.9061 -0.5134
C -0.6332 -5.4456 -0.6064
H 2.6788 -4.7584 -0.7191
H -1.3228 -6.2782 -0.5773
O -0.0896 -0.2993 2.1804
C -1.0394 0.7351 2.0362
C -0.4386 2.1135 2.3447
C 0.7749 2.4759 1.4673
C 0.3914 2.9626 0.0991
C -0.0733 4.2600 -0.0993
C -0.4485 4.6694 -1.3672
C -0.3607 3.7615 -2.4107
C 0.1136 2.4896 -2.1424
N 0.5010 2.0982 -0.9275
H 0.2409 -0.5315 1.2285
H -1.8536 0.5535 2.7482
H -1.4692 0.7213 1.0292
H -0.1206 2.1081 3.3903
H -1.2241 2.8700 2.2358
H 1.4011 1.5820 1.3352
H 1.3692 3.2414 1.9743
H -0.1383 4.9368 0.7435
H -0.7973 5.6799 -1.5397
H -0.6536 4.0339 -3.4159
H 0.1941 1.7447 -2.9237
*
```

## Properties
**Energy above the lowest of the compared OMol25 structures with the same formula, charge and spin**: 7.6 kcal per mole
**Calculated total energy**: -61362.1346 eV
**Orbital gap**: 6.2243 eV

***

DFT (ωB97M-V with the def2-TZVPD basis set) results for an isolated molecule of C4H10SSi at a distorted geometry.

The geometry in ORCA input format:
```
! wB97M-V def2-TZVPD RIJCOSX def2/J DEFGRID3
* xyz 0 3
C 1.0797 -1.0204 -0.0856
C -0.2863 -0.4687 0.4827
C 2.1526 -0.0670 -0.6280
C -2.9924 0.6446 0.0816
Si -1.1194 0.9993 -0.5987
S 2.4855 1.2154 0.7237
H 1.5399 -1.5911 0.7173
H 0.8152 -1.6608 -0.8855
H -1.0455 -1.2913 0.5549
H -0.0227 -0.2333 1.5543
H 3.0905 -0.5782 -0.6744
H 1.7523 0.3635 -1.5320
H -3.4062 -0.2840 -0.2619
H -3.0873 0.6128 1.0961
H -3.7911 1.2948 -0.3098
H 2.8352 2.0645 -0.2348
*
```

## Properties
**Energy above the lowest of the compared OMol25 structures with the same formula, charge and spin**: 0.0 kcal per mole
**Calculated total energy**: -23018.8453 eV
**Orbital gap (spin up / spin down)**: 7.4580 / 7.1277 eV